{
  "formula": "C4H15NO6",
  "method": "ωB97M-V/def2-TZVPD",
  "elements": ["O", "C", "C", "C", "N", "C", "O", "H", "H", "H", "H", "H", "H", "H", "O", "H", "H", "O", "H", "H", "O", "H", "H", "O", "H", "H"],
  "coordinates": [[-0.7180, 0.2673, 1.5366], [0.2851, -0.4397, 1.4678], [1.5923, -0.0990, 0.7544], [1.3972, 0.0976, -0.7354], [2.5110, 0.8464, -1.3956], [2.4809, 2.2142, -1.3167], [3.2650, 2.8773, -1.9621], [0.1471, -1.2864, 2.0306], [2.0229, 0.8732, 1.1660], [2.3499, -0.8081, 0.9318], [1.2292, -0.9106, -1.1976], [0.4354, 0.6384, -0.7167], [3.2015, 0.2953, -1.9292], [1.6549, 2.5643, -0.6597], [-3.1965, -2.1096, -1.1289], [-2.9591, -1.2854, -1.4781], [-3.6356, -1.9944, -0.2693], [-0.5108, -2.4983, -0.9676], [-0.4054, -2.9740, -1.7677], [-1.3948, -2.3005, -0.9463], [0.1287, 2.6555, 0.9259], [-0.4448, 1.8082, 1.2104], [-0.0625, 3.2666, 1.4705], [-3.3574, -0.8819, 1.6249], [-2.4024, -0.8233, 1.7652], [-3.6137, 0.0071, 1.5866]],
  "atomic_forces_ev_per_a": [[0.51, -0.03, -0.60], [0.11, 2.38, -0.74], [-0.03, 1.65, 1.04], [-0.19, -0.32, -0.52], [-1.64, -1.53, 1.03], [0.73, -0.82, -1.14], [-0.24, 0.64, 0.53], [0.58, -2.84, 1.13], [-0.97, -0.99, -0.28], [0.69, -1.25, 0.49], [0.20, 1.18, 0.14], [0.48, 0.13, -1.16], [-0.63, 1.05, 0.40], [0.44, 0.19, -0.28], [-0.62, -2.21, 0.73], [0.07, 2.08, -0.51], [0.32, 0.45, -0.23], [3.84, -0.06, 0.97], [0.32, -0.80, -1.12], [-3.90, 0.59, 0.33], [0.55, -8.94, -5.36], [1.71, 2.31, -0.92], [-2.13, 7.15, 6.17], [0.61, -2.07, 0.01], [-0.05, 0.04, -0.02], [-0.75, 2.03, -0.07]],
  "lowdin_charge": [0.00, -0.14, -0.13, -0.20, 0.03, -0.36, 0.01, 0.10, 0.15, 0.09, 0.11, 0.11, 0.15, 0.12, -0.03, 0.02, 0.04, 0.00, 0.04, -0.07, -0.03, 0.07, -0.09, -0.03, 0.01, 0.02],
  "de_lowest_kcal_mol": 57.3,
  "max_force_ev_per_a": 10.4,
  "smiles": "O=CCCNC=O.O.O.O.O"
}



{
  "formula": "C4H16BCdF4N9O7",
  "method": "ωB97M-V/def2-TZVPD",
  "elements": ["Cd", "N", "O", "O", "O", "B", "F", "F", "F", "F", "C", "O", "N", "N", "H", "H", "H", "H", "C", "O", "N", "N", "H", "H", "H", "H", "C", "O", "N", "N", "H", "H", "H", "H", "C", "O", "N", "N", "H", "H", "H", "H"],
  "coordinates": [[0.2668, -0.0847, 0.1830], [0.2741, -3.2128, 1.2112], [0.4663, -3.2649, 2.4369], [0.1551, -2.0669, 0.7475], [0.1138, -4.2165, 0.5221], [2.4006, -1.0201, -2.2808], [2.7217, 0.0908, -3.0088], [1.6556, -0.7258, -1.1550], [1.5946, -1.6989, -3.0876], [3.4986, -1.7292, -1.9799], [2.6274, -0.0646, 2.2217], [1.7316, 0.2477, 1.4582], [2.6438, -1.0331, 3.0680], [3.6696, 0.7035, 2.4591], [3.4536, -1.3256, 3.5961], [1.7239, -1.4018, 3.2629], [4.3585, 0.4662, 3.1586], [3.6944, 1.6071, 2.0087], [-2.5681, 0.5996, 1.8022], [-1.4961, 0.3374, 1.3126], [-2.9785, 1.6972, 2.2646], [-3.4895, -0.2668, 2.0258], [-3.9496, 1.7816, 2.5290], [-2.3509, 2.4886, 2.2604], [-3.3995, -1.2478, 1.8028], [-4.4202, -0.0501, 2.3528], [0.5512, 2.7146, -1.2890], [0.5027, 1.7593, -0.5496], [0.2168, 3.9071, -0.9788], [1.0388, 2.6050, -2.5095], [-0.0310, 4.0415, -0.0090], [0.4354, 4.6679, -1.6062], [1.3107, 3.4442, -3.0013], [1.3589, 1.6717, -2.7252], [-1.8927, -1.1552, -1.9810], [-1.0444, -0.4374, -1.4616], [-3.1406, -0.7377, -2.2657], [-1.6424, -2.3253, -2.5313], [-3.3819, 0.2012, -1.9824], [-3.7305, -1.3266, -2.8360], [-0.6885, -2.6514, -2.4689], [-2.2601, -2.9891, -2.9763]],
  "atomic_forces_ev_per_a": [[-2.40, -1.24, 0.18], [-0.61, -0.71, 1.34], [0.43, -0.68, 0.53], [-0.41, -0.92, -1.02], [0.23, 0.34, -0.10], [0.50, -0.20, -0.78], [0.70, 2.71, -0.24], [1.45, 0.08, 0.14], [-2.52, -2.53, -1.99], [1.73, -0.82, 0.95], [0.61, 1.61, 0.52], [1.72, 1.00, 1.66], [-1.97, -3.97, 1.90], [2.49, 2.97, -1.03], [-0.50, 0.15, -0.17], [0.23, -1.13, -0.11], [-0.30, 0.33, -0.32], [0.40, -0.33, -0.04], [1.57, -2.52, -0.86], [0.61, 0.47, 0.14], [-0.57, 7.27, 1.72], [-3.95, -5.84, 0.03], [0.63, 0.56, 0.11], [-0.47, 0.04, 0.01], [0.47, 0.26, -0.22], [0.45, 0.14, 0.01], [1.68, -2.12, -1.93], [-0.41, 1.61, 0.80], [-1.67, 4.28, 2.22], [0.40, -0.53, -1.56], [0.05, 0.51, -0.33], [-0.30, 0.00, 0.58], [0.12, -0.72, -0.28], [0.59, 0.03, -0.66], [-0.20, 0.59, -1.39], [-1.21, -0.03, -0.64], [-1.14, 0.85, 0.62], [1.95, -2.47, -0.26], [-0.23, -0.37, -0.25], [-0.05, 0.59, 0.24], [0.17, 0.07, 0.16], [-0.26, 0.64, 0.31]],
  "lowdin_charge": [1.35, -0.60, -0.05, -0.17, 0.01, -1.49, 0.14, 0.06, 0.19, 0.19, -0.70, -0.05, 0.20, 0.17, 0.13, 0.11, 0.11, 0.12, -0.78, -0.01, 0.19, 0.18, 0.13, 0.14, 0.14, 0.12, -0.74, -0.05, 0.19, 0.21, 0.13, 0.12, 0.12, 0.10, -0.67, -0.05, 0.16, 0.20, 0.11, 0.10, 0.12, 0.12],
  "de_lowest_kcal_mol": 0.0,
  "max_force_ev_per_a": 7.5
}



{
  "formula": "C4H16BNO4P",
  "method": "ωB97M-V/def2-TZVPD",
  "elements": ["O", "B", "O", "O", "P", "H", "H", "H", "H", "C", "C", "C", "O", "C", "N", "H", "H", "H", "H", "H", "H", "H", "H", "H", "H", "H", "H"],
  "coordinates": [[-0.2011, 0.3278, -2.9464], [-0.1622, -0.8133, -3.7365], [-1.2881, -1.1401, -4.4308], [1.0148, -1.5275, -3.7627], [1.6212, -2.1709, -5.1997], [0.5566, 0.2746, -2.3548], [-1.4435, -2.0816, -4.5331], [2.2143, -0.9835, -5.6934], [2.8296, -2.6198, -4.6291], [0.9766, 1.2457, 1.2130], [-0.5161, 1.4381, 1.4084], [-1.0271, 1.1840, 2.8274], [-1.0131, -0.1964, 3.1072], [0.1004, -0.6960, 3.8579], [-1.2497, 0.4288, 0.5533], [1.2661, 0.1981, 1.3111], [1.2939, 1.5989, 0.2310], [1.5221, 1.8183, 1.9606], [-0.8194, 2.4263, 1.0635], [-2.0663, 1.5153, 2.9026], [-0.4415, 1.7590, 3.5470], [0.5033, 0.0790, 4.5110], [0.8902, -1.0658, 3.2023], [-0.2677, -1.5177, 4.4661], [-0.8543, 0.3353, -0.3844], [-2.2414, 0.6548, 0.4572], [-1.1975, -0.4713, 1.0512]],
  "atomic_forces_ev_per_a": [[-0.23, -0.44, 0.69], [-0.03, -0.12, -0.18], [-0.18, 0.23, 0.41], [-0.03, 0.16, -0.04], [-0.14, -0.11, 0.18], [0.40, 0.34, -0.40], [0.19, -0.06, -0.41], [0.07, 0.00, -0.04], [0.06, -0.03, -0.02], [-0.01, -0.08, -0.08], [0.09, 0.06, 0.01], [-0.08, -0.03, 0.00], [0.07, -0.03, -0.05], [-0.03, -0.01, 0.06], [-0.13, -0.06, -0.11], [0.00, 0.01, 0.07], [-0.01, 0.00, 0.00], [0.00, 0.02, -0.01], [-0.04, 0.00, 0.04], [0.00, 0.00, 0.03], [0.04, 0.01, -0.04], [-0.01, -0.01, 0.01], [0.01, 0.04, -0.01], [0.00, 0.00, -0.01], [-0.06, 0.04, -0.12], [0.02, 0.06, -0.04], [0.05, 0.03, 0.04]],
  "lowdin_charge": [0.15, -0.95, 0.18, -0.29, 0.89, 0.08, 0.11, -0.08, -0.09, -0.02, -0.29, -0.18, -0.19, -0.05, 0.23, 0.09, 0.09, 0.10, 0.16, 0.14, 0.14, 0.10, 0.08, 0.10, 0.15, 0.18, 0.17],
  "e_tot_ev": -24049.65577,
  "charge": 1,
  "max_force_ev_per_a": 0.9
}



{
  "formula": "C4H16BO16",
  "method": "ωB97M-V/def2-TZVPD",
  "elements": ["O", "C", "O", "B", "O", "C", "O", "O", "C", "O", "C", "O", "O", "O", "H", "H", "O", "H", "H", "O", "H", "H", "O", "H", "H", "O", "H", "H", "O", "H", "H", "O", "H", "H", "O", "H", "H"],
  "coordinates": [[-0.4875, -2.6097, 1.8024], [0.0560, -1.7183, 1.2021], [-0.3417, -1.2529, 0.0363], [0.5999, -0.2124, -0.4604], [1.6585, -0.2160, 0.5594], [1.3639, -1.0267, 1.5478], [2.0519, -1.2210, 2.5132], [-0.1445, 1.0539, -0.4896], [-0.3055, 1.3952, -1.7439], [-0.9011, 2.3407, -2.1880], [0.5038, 0.4056, -2.6402], [1.0708, -0.4806, -1.8237], [0.6006, 0.4406, -3.8259], [-1.9889, 2.5296, 1.7782], [-1.8335, 2.5293, 2.7286], [-1.1449, 2.7927, 1.3872], [-0.1194, -0.5617, 4.8663], [0.6300, -0.7803, 4.2948], [0.1704, 0.2146, 5.3565], [-3.5008, 1.1718, -0.2924], [-2.9460, 1.7594, 0.2465], [-2.8823, 0.7591, -0.9011], [3.0811, 2.6506, -4.4977], [2.2478, 3.1135, -4.3547], [3.0585, 1.9192, -3.8706], [0.3954, -5.1865, 2.8629], [0.4256, -4.3048, 2.4596], [-0.5320, -5.3046, 3.0902], [-3.3599, -2.9752, 1.3317], [-2.4508, -2.6606, 1.4761], [-3.8616, -2.1791, 1.1221], [-0.8436, 0.8197, -6.3616], [-0.7846, 1.7728, -6.4732], [-0.3372, 0.6400, -5.5521], [3.5006, 1.7378, 1.8597], [3.0214, 0.9378, 1.5813], [4.3294, 1.7066, 1.3725]],
  "atomic_forces_ev_per_a": [[0.24, 0.39, 0.32], [-0.74, -0.67, -0.91], [0.14, -0.09, 0.06], [-0.47, -0.54, 0.59], [0.40, 0.57, -0.48], [0.60, -0.33, 0.59], [-0.32, 0.13, 0.01], [0.18, 0.07, 0.00], [0.08, 0.94, -1.37], [0.12, -0.40, 0.47], [-0.22, -0.22, 0.93], [-0.16, 0.30, 0.18], [0.18, 0.03, -0.38], [0.30, 0.28, 0.03], [-0.08, -0.11, -0.08], [-0.10, -0.13, 0.01], [0.12, 0.15, -0.05], [-0.04, -0.12, 0.03], [0.01, -0.07, -0.03], [0.06, 0.09, 0.05], [-0.21, -0.26, 0.04], [-0.05, 0.01, -0.02], [0.01, 0.10, 0.13], [0.03, -0.11, -0.03], [-0.06, -0.01, -0.13], [0.11, 0.04, -0.08], [-0.15, -0.18, 0.21], [0.02, 0.09, -0.05], [0.08, 0.25, 0.04], [-0.21, -0.25, -0.07], [0.08, -0.06, 0.00], [0.12, -0.04, 0.09], [0.00, -0.04, 0.05], [-0.15, 0.10, -0.16], [-0.09, -0.20, -0.09], [0.22, 0.35, 0.08], [-0.06, -0.02, 0.02]],
  "lowdin_charge": [0.13, -0.35, 0.25, -0.86, 0.22, -0.38, 0.16, 0.23, -0.40, 0.16, -0.36, 0.25, 0.15, -0.04, 0.05, 0.05, -0.06, 0.01, 0.03, -0.06, -0.01, 0.01, -0.06, 0.03, 0.02, -0.07, 0.00, 0.03, -0.07, -0.01, 0.03, -0.07, 0.03, -0.01, -0.07, 0.00, 0.03],
  "de_lowest_kcal_mol": 0.0,
  "charge": -1,
  "max_force_ev_per_a": 1.7
}



{
  "formula": "C4H16FN8O4",
  "method": "ωB97M-V/def2-TZVPD",
  "elements": ["F", "C", "O", "N", "N", "H", "H", "H", "H", "C", "O", "N", "N", "H", "H", "H", "H", "C", "O", "N", "N", "H", "H", "H", "H", "C", "O", "N", "N", "H", "H", "H", "H"],
  "coordinates": [[-0.2645, 1.3447, -1.2590], [3.2671, 1.1897, -5.5938], [2.1669, 1.4661, -5.9839], [3.5966, 0.9638, -4.3082], [4.3166, 1.2221, -6.3181], [4.4045, 0.4346, -4.0127], [2.8945, 1.0692, -3.5898], [5.1824, 1.3545, -5.8152], [4.1458, 1.4892, -7.2770], [2.2918, -4.6380, 1.0427], [2.3472, -5.0693, -0.0801], [1.7939, -3.4662, 1.2689], [2.7993, -5.3010, 1.9761], [1.4418, -2.9416, 0.4809], [2.1655, -3.0599, 2.1156], [3.2724, -6.1893, 1.8912], [2.3397, -5.1685, 2.8657], [-0.1811, 4.6074, 3.0725], [-0.0294, 5.4434, 3.9504], [-1.2811, 3.9120, 2.8459], [0.8541, 4.0654, 2.5013], [-2.0732, 4.1382, 3.4303], [-1.2330, 3.4322, 1.9585], [0.5963, 3.3376, 1.8502], [1.7760, 4.4643, 2.6064], [-5.7456, -0.5468, 1.0559], [-5.6516, 0.4654, 0.2745], [-6.8341, -0.8901, 1.7220], [-4.8294, -1.4713, 1.1724], [-7.1213, -1.8419, 1.8999], [-7.5422, -0.1899, 1.5536], [-3.8837, -1.4553, 0.8181], [-4.9823, -2.1707, 1.8848]],
  "atomic_forces_ev_per_a": [[0.18, 0.03, 0.32], [-2.55, 0.50, 2.81], [-1.79, 0.05, -0.64], [-0.31, -0.50, 2.90], [4.32, -0.20, -3.73], [-0.20, 0.12, -0.39], [-0.25, -0.12, -0.26], [0.04, 0.12, -0.90], [0.64, 0.04, 0.18], [-0.55, 0.11, -6.34], [-0.11, -1.13, -3.16], [-1.32, 3.07, 2.18], [2.28, -3.27, 7.74], [0.22, 0.14, 0.33], [-0.59, 0.89, -0.40], [-0.42, 0.38, -0.70], [0.47, -0.14, 0.31], [0.79, 0.78, 3.50], [-0.72, 1.42, 0.47], [-1.78, -0.22, -0.52], [2.37, -1.30, -2.46], [-0.14, -0.24, -0.84], [-1.44, -0.32, 0.25], [1.34, -0.04, -0.32], [-0.43, -0.20, -0.32], [1.09, 3.57, -4.57], [-0.52, -2.61, 2.88], [-3.19, 1.09, 1.33], [2.93, -2.67, 0.73], [0.21, 0.33, -0.18], [-0.40, -0.46, 0.23], [-0.38, 0.64, -0.29], [0.22, 0.15, -0.15]],
  "lowdin_charge": [-0.98, -0.80, 0.06, 0.15, 0.14, 0.10, 0.12, 0.11, 0.12, -0.87, 0.03, 0.18, 0.17, 0.14, 0.11, 0.13, 0.11, -0.79, -0.01, 0.16, 0.16, 0.12, 0.11, 0.11, 0.12, -0.71, -0.02, 0.13, 0.16, 0.10, 0.11, 0.13, 0.10],
  "de_lowest_kcal_mol": 127.4,
  "charge": -1,
  "max_force_ev_per_a": 8.7
}



{
  "formula": "C4H16FN8O4Tl",
  "method": "ωB97M-V/def2-TZVPD",
  "elements": ["Tl", "F", "C", "O", "N", "N", "H", "H", "H", "H", "C", "O", "N", "N", "H", "H", "H", "H", "C", "O", "N", "N", "H", "H", "H", "H", "C", "O", "N", "N", "H", "H", "H", "H"],
  "coordinates": [[-0.8084, 2.5082, -1.0086], [0.6130, 2.3366, 1.5525], [1.1840, -0.9324, -0.1454], [0.7252, -0.0047, -0.7090], [2.3930, -1.0075, 0.3730], [0.4797, -2.0509, -0.0128], [3.0209, -0.2240, 0.2635], [2.7620, -1.9048, 0.6537], [0.9717, -2.7107, 0.5725], [-0.3856, -2.2149, -0.5072], [3.1255, 2.2930, -1.2495], [2.0696, 2.3740, -1.8193], [4.2310, 2.3378, -1.8449], [3.1961, 2.1884, 0.0480], [5.1356, 2.3298, -1.3957], [4.1938, 2.4030, -2.8521], [4.1382, 2.2075, 0.4116], [2.3931, 2.1770, 0.6604], [-2.7538, -0.8684, -1.7220], [-2.0658, 0.1163, -1.7828], [-3.6414, -1.0069, -0.7168], [-2.7123, -1.9346, -2.4429], [-3.7544, -0.3148, 0.0101], [-4.1754, -1.8503, -0.5636], [-3.1871, -2.8062, -2.2560], [-2.2748, -1.9009, -3.3526], [-1.9252, 0.1110, 2.0412], [-2.1206, 0.9043, 1.1585], [-2.7552, -0.8469, 2.4409], [-0.8328, 0.1514, 2.7391], [-2.4988, -1.4387, 3.2182], [-3.6948, -1.0074, 2.1068], [-0.9074, -0.2463, 3.6645], [-0.1389, 0.8330, 2.4669]],
  "atomic_forces_ev_per_a": [[0.92, -1.14, 1.30], [-0.15, -0.31, -1.16], [0.42, -3.66, 1.17], [-1.62, 5.55, -2.65], [2.01, 0.56, 0.77], [-0.26, -1.39, 0.72], [-0.08, -0.15, 0.11], [0.18, 0.31, -0.10], [-1.08, -0.70, -0.29], [0.30, -0.06, 0.25], [-1.44, -0.17, 2.70], [-4.31, 0.37, -2.48], [4.63, 0.11, -3.91], [0.78, -0.92, 3.12], [-0.19, 0.16, -0.11], [0.35, 0.03, 0.02], [-0.39, 0.22, 0.67], [-0.47, 0.28, 0.23], [-2.44, -0.40, 3.50], [2.37, 2.77, -1.17], [-1.22, 0.06, 1.97], [1.35, -2.82, -3.70], [0.36, 0.32, -0.53], [-0.02, 0.15, -0.43], [-0.23, 0.47, 0.17], [0.18, 0.04, 0.13], [-0.90, -1.11, 0.61], [-1.25, 1.70, -3.14], [-1.67, -1.65, 0.34], [2.53, -0.17, 1.82], [-0.03, 0.12, -0.13], [0.26, 0.49, -0.04], [0.77, 0.30, 0.07], [0.35, 0.63, 0.18]],
  "lowdin_charge": [1.32, -0.43, -0.71, 0.09, 0.22, 0.22, 0.11, 0.14, 0.13, 0.12, -0.76, 0.06, 0.25, 0.23, 0.15, 0.16, 0.14, 0.08, -0.71, -0.02, 0.20, 0.21, 0.09, 0.13, 0.14, 0.15, -0.70, 0.04, 0.21, 0.26, 0.13, 0.12, 0.15, 0.09],
  "de_lowest_kcal_mol": 38.1,
  "charge": 2,
  "max_force_ev_per_a": 6.4
}